16
Properties=species:S:1:pos:R:3:forces:R:3:mulliken_charge:R:1 method="wB97M-V/def2-TZVPD" gap_ev=8.7920 e_tot_ha=-304.91824 charge=+1 homo_energy_ev=-12.923 de_lowest_kj_mol=818.6
C -2.059407 1.186116 -0.476867 0.8 0.0 1.5 -0.186
C -1.187396 2.675798 0.548415 -1.0 -0.9 -0.8 -0.335
C -1.025729 1.227895 0.361792 2.2 -5.9 -0.6 0.285
C 1.690809 -1.926103 -0.456202 2.9 3.5 1.8 -0.920
C 0.194910 -0.368479 0.838462 -3.8 4.0 -0.9 -0.937
N -2.176453 2.728465 -0.225551 -1.1 1.1 -0.8 -0.389
N 0.695828 -0.803724 -0.391267 -2.0 -1.9 -5.7 -0.211
H -2.777856 0.487518 -0.875421 0.1 0.2 -0.3 0.358
H -0.801067 3.340394 1.204646 1.2 2.4 1.6 0.441
H 1.384063 -2.685518 0.145861 -1.1 -2.3 1.3 0.394
H 2.118995 -2.186553 -1.370292 -0.7 -0.4 -2.2 0.378
H 2.632094 -1.520813 -0.005498 -0.8 -0.2 0.3 0.359
H -0.482378 -1.035766 1.267799 -0.5 -1.0 1.1 0.435
H 0.958346 0.075661 1.326186 2.0 1.1 2.5 0.507
H 1.008810 0.017490 -0.961109 -0.2 -0.9 0.5 0.427
H -0.173569 -1.212382 -0.930952 2.0 1.3 0.8 0.393



16
Properties=species:S:1:pos:R:3:forces:R:3:mulliken_charge:R:1 method="wB97M-V/def2-TZVPD" gap_ev=9.1655 e_tot_ha=-305.02527 charge=+1 homo_energy_ev=-14.465 de_lowest_kj_mol=537.6
C 2.818139 0.033883 0.645893 -0.3 -0.2 -1.2 0.109
C 1.968201 0.322868 -0.175279 2.1 -0.4 2.8 -0.031
C -1.064121 -0.940969 0.250584 -1.5 -1.6 1.0 0.129
C -1.634141 1.384892 0.481431 3.3 1.3 1.3 -0.869
C 0.978351 0.651725 -1.059264 -1.8 1.8 0.3 -0.817
N -0.757769 0.261036 0.078481 2.0 2.7 -2.9 -0.183
N -0.474296 -2.032592 -0.146541 3.4 -1.6 -1.7 -0.314
H 3.669293 -0.365442 1.180421 -0.5 0.4 0.0 0.427
H -1.946143 -1.216361 0.817893 -0.4 0.6 0.3 0.374
H -1.413929 1.452357 1.616785 -1.1 0.4 -1.8 0.341
H -1.193918 2.298543 -0.033545 -0.6 -1.0 1.0 0.250
H -2.650841 1.356754 0.165505 -0.8 -0.7 0.0 0.386
H 1.017394 0.024048 -1.893720 -1.0 -1.4 -1.2 0.341
H 0.994425 1.700777 -1.483763 -0.9 -0.9 1.3 0.358
H -0.787174 -2.944893 0.218073 0.4 0.9 -0.5 0.264
H 0.476527 -1.986627 -0.662955 -2.4 -0.3 1.3 0.237



16
Properties=species:S:1:pos:R:3:forces:R:3:mulliken_charge:R:1 method="wB97M-V/def2-TZVPD" gap_ev=7.6380 e_tot_ha=-305.03617 charge=+1 homo_energy_ev=-13.604 de_lowest_kj_mol=509.0
C -1.090009 0.701922 -0.468064 1.4 -1.5 -4.0 -0.039
C -1.608305 0.813012 0.688559 -1.3 0.4 0.4 0.248
C 1.113769 -0.607897 -0.435720 0.0 -2.1 3.2 0.663
C -2.203329 1.213518 1.882699 0.4 1.9 -1.0 -0.685
C 2.214795 -1.124881 -1.395365 -1.3 0.2 2.3 -0.984
N 0.086352 0.095838 -1.023822 -1.7 2.2 -1.7 -0.155
N 0.932691 -0.961756 0.806125 -0.6 1.8 -2.1 -0.650
H -1.861590 1.012628 -1.340372 1.5 -0.5 2.2 0.286
H 0.203579 0.271150 -2.042148 -0.3 -0.1 1.4 0.243
H -2.472461 2.293017 2.036132 0.8 -0.8 -0.4 0.319
H -1.199614 1.023719 2.282993 1.1 0.1 1.3 0.279
H -2.876118 0.603609 2.382892 -1.2 -1.5 0.5 0.323
H 3.185018 -0.789459 -0.957016 -0.6 -0.5 -0.8 0.328
H 1.970657 -0.777321 -2.374310 0.5 0.2 -0.8 0.282
H 2.006890 -2.208852 -1.315049 0.9 0.4 -0.4 0.315
H 1.597676 -1.558249 1.272465 0.5 0.0 -0.4 0.226



16
Properties=species:S:1:pos:R:3:forces:R:3:mulliken_charge:R:1 method="wB97M-V/def2-TZVPD" gap_ev="6.5583 / 7.8823" e_tot_ha=-304.95743 charge=+1 homo_energy_ev="-12.784 / -13.466" de_lowest_kj_mol=715.7
C 0.769399 -0.966220 -0.047577 1.1 -0.6 -1.3 -0.383
C 1.304525 1.389526 -0.566676 -0.3 1.5 -1.4 -0.339
C 0.385082 1.694892 0.594671 2.1 0.1 2.4 -0.726
C -0.353215 -0.311322 0.410537 -2.2 -1.7 0.3 0.550
C -2.649392 -2.072680 0.258616 -0.9 4.7 -1.9 -0.847
N 1.458532 -0.048060 -0.752208 1.2 -1.6 -0.1 -0.072
N -0.725008 0.822580 0.523538 -1.6 -0.6 -0.1 -0.251
H 0.988839 -2.078207 -0.155148 -0.3 1.8 0.5 0.366
H 0.929574 1.822766 -1.567697 0.8 -0.5 1.5 0.333
H 2.224298 1.870065 -0.188575 0.1 -0.4 -1.0 0.291
H 0.948994 1.425795 1.522353 -0.2 0.1 -0.5 0.346
H 0.143444 2.706105 0.806708 -0.4 1.0 -0.7 0.437
H -2.698100 -1.271269 0.987539 -0.3 -0.6 0.4 0.316
H -2.059557 -2.875522 0.336587 1.8 -3.2 0.7 0.368
H -2.847169 -1.692999 -0.770178 -0.2 -0.7 0.8 0.333
H 2.179753 -0.415449 -1.392490 -0.5 0.6 0.3 0.278



16
Properties=species:S:1:pos:R:3:forces:R:3:mulliken_charge:R:1 method="wB97M-V/def2-TZVPD" gap_ev="8.5824 / 9.2678" e_tot_ha=-304.96355 charge=+1 homo_energy_ev="-13.837 / -14.003" de_lowest_kj_mol=699.6
C 0.104876 -0.454469 0.076155 3.5 1.0 0.6 0.083
C 3.087113 -0.350161 0.079218 2.0 -1.7 0.8 -0.072
C -0.844724 -1.576569 0.164587 -1.8 -1.8 0.1 -0.423
C -1.801535 -0.433064 -0.248133 -2.8 -0.1 2.0 -0.505
C -0.655558 1.906195 -0.045016 1.7 0.2 -0.4 -0.769
N 2.197779 0.439548 -0.195118 -3.3 -0.5 0.1 -0.280
N -0.727352 0.486443 -0.153761 1.6 -1.1 0.4 0.193
H 3.211697 -1.355369 0.577600 -1.0 0.9 -0.5 0.250
H 4.069120 0.024206 -0.212657 0.4 0.4 -0.1 0.279
H -0.758119 -2.484722 -0.471975 0.3 1.0 0.1 0.307
H -1.330838 -1.976197 1.100700 1.6 0.6 -0.2 0.266
H -2.114760 -0.557737 -1.235660 -1.1 0.1 -1.5 0.291
H -2.604006 -0.180881 0.536661 0.8 -0.6 -1.5 0.367
H -1.679419 2.186877 -0.209378 0.0 1.1 -0.3 0.403
H 0.181149 2.247518 -0.756594 -1.7 0.0 1.0 0.303
H -0.335425 2.078376 0.993376 -0.2 0.5 -0.4 0.308



16
Properties=species:S:1:pos:R:3:forces:R:3:mulliken_charge:R:1 method="wB97M-V/def2-TZVPD" gap_ev=9.6566 e_tot_ha=-305.04042 charge=+1 homo_energy_ev=-13.907 de_lowest_kj_mol=497.8
C 0.722956 2.120366 -0.163769 -2.1 -3.1 0.4 0.106
C -1.005162 0.587129 0.098653 4.0 1.3 -1.4 0.216
C 1.275770 -0.021010 0.637485 0.2 2.2 -0.7 0.052
C -2.397582 0.338758 -0.146599 -0.3 -1.2 1.4 -0.887
C 1.819315 -0.835739 -0.455595 -0.9 -0.3 -0.3 -1.254
N 1.541193 1.360921 0.228322 0.8 -0.7 1.4 -0.300
N -0.182381 -0.192158 0.708757 -0.6 1.6 -0.9 -0.114
H 0.606767 3.043933 -0.603561 -0.5 1.9 -0.8 0.413
H 1.713504 -0.244670 1.559995 0.6 0.0 1.6 0.456
H -2.834555 0.067685 -1.139551 1.1 -0.2 0.8 0.339
H -2.821374 1.274159 0.085387 -1.2 1.1 0.4 0.289
H -2.544034 -0.372058 0.701699 -1.4 0.0 -0.9 0.263
H 1.776911 -1.862992 -0.223697 -0.9 -1.4 -0.2 0.403
H 2.828192 -0.733025 -0.637331 2.3 1.0 -0.1 0.398
H 1.296241 -0.452397 -1.303133 -0.4 -0.7 -1.1 0.358
H -0.422243 -0.989921 1.236605 -0.7 -1.4 0.4 0.261



16
Properties=species:S:1:pos:R:3:forces:R:3:mulliken_charge:R:1 method="wB97M-V/def2-TZVPD" gap_ev=9.9182 e_tot_ha=-305.04840 charge=+1 homo_energy_ev=-14.217 smiles="C=C=[N+](C)CN=C" de_lowest_kj_mol=476.9
C -1.462598 2.265582 -0.003743 -0.8 -1.5 3.3 -0.797
C -1.132110 1.006948 0.156407 -1.1 4.1 -0.8 0.666
N -0.701105 -0.128061 0.047169 0.9 -2.2 -0.2 0.086
C -1.501813 -1.337644 -0.059224 -1.9 -3.2 1.7 -0.896
C 0.795625 -0.477968 0.029081 -0.2 -0.5 0.8 -0.388
N 1.583419 0.691665 -0.184609 -0.8 -0.2 -1.4 -0.348
C 2.819202 0.720680 0.054571 -0.1 -2.1 1.9 -0.243
H -1.219213 2.737423 -0.871711 0.5 0.7 -2.9 0.296
H -1.969355 2.978185 0.684915 0.7 -1.1 0.1 0.271
H -1.663239 -1.889840 -1.015399 0.6 1.3 0.2 0.351
H -1.016116 -2.081872 0.612906 0.3 0.4 -0.7 0.379
H -2.499301 -1.409425 0.484846 1.0 1.4 -0.9 0.338
H 0.962174 -0.947709 1.026462 0.1 0.0 -0.7 0.441
H 0.750711 -1.248736 -0.808424 0.8 1.1 1.0 0.332
H 3.321072 -0.085408 0.695978 -0.4 0.9 -1.2 0.216
H 3.394980 1.562204 -0.233457 0.4 0.8 -0.2 0.297



17
Properties=species:S:1:pos:R:3:forces:R:3:mulliken_charge:R:1 method="wB97M-V/def2-TZVPD" gap_ev=9.7727 e_tot_ha=-380.39102 charge=+1 homo_energy_ev=-14.063 smiles="C[C@@]1(O)C=CNC=[NH+]1" de_lowest_kj_mol=159.6
C 0.774667 -1.092650 -1.515921 -0.2 -1.9 2.0 -1.448
C 0.708764 -0.224737 -0.249294 0.0 0.7 0.8 1.082
O 1.964338 0.046845 0.410112 -2.3 -1.0 1.0 -0.536
C -0.007559 1.151238 -0.539163 0.2 -1.0 0.2 -0.680
C -1.090834 1.547815 0.159458 1.7 0.4 -0.4 -0.325
N -1.526657 0.810039 1.267617 1.8 -2.0 -1.3 -0.005
C -1.043392 -0.402395 1.491346 -0.6 -1.3 2.5 -0.085
N -0.100242 -0.984985 0.754204 -0.3 3.3 -0.5 -0.167
H 1.395197 -2.045728 -1.569076 -0.3 1.5 0.7 0.328
H 1.127848 -0.369687 -2.143685 0.8 1.2 -2.9 0.438
H -0.238514 -1.444261 -1.711716 0.0 0.5 -0.5 0.428
H 2.688632 0.375883 -0.091157 0.6 0.3 -1.3 0.360
H 0.531448 1.749761 -1.303531 -1.0 -0.3 0.5 0.343
H -1.578051 2.507556 0.125010 0.1 0.1 -0.5 0.401
H -2.143210 1.245992 1.889486 -1.0 0.4 1.2 0.231
H -1.403577 -0.929867 2.479338 0.5 0.8 -2.4 0.325
H -0.058859 -1.940817 0.546972 -0.1 -1.8 0.8 0.309



17
Properties=species:S:1:pos:R:3:forces:R:3:mulliken_charge:R:1 method="wB97M-V/def2-TZVPD" gap_ev=8.3985 e_tot_ha=-380.21095 charge=+1 homo_energy_ev=-13.410 de_lowest_kj_mol=632.4
C 1.002755 1.071675 -0.782877 1.3 -1.7 1.1 0.161
C -1.419497 -1.807253 -0.726296 0.5 2.2 0.6 -0.484
C 2.389133 -0.316442 0.811519 2.4 -1.0 -0.2 -0.256
C 0.017713 -1.802306 -0.204232 0.3 0.1 0.5 -0.309
C -0.324654 -0.673808 -0.747107 -2.6 -4.2 0.0 0.175
N 1.899617 0.445072 -0.040035 -2.8 1.5 -2.4 -0.065
N -1.513118 1.795403 0.738395 1.0 2.6 1.5 -0.746
O -0.090493 0.519202 -1.271675 1.7 0.5 0.6 -0.171
H 1.077348 2.045291 -1.173552 0.9 1.2 0.0 0.470
H -1.517229 -2.381532 -1.651459 -0.6 0.3 0.3 0.243
H -2.317052 -1.548844 -0.047078 1.5 -1.0 -1.2 0.222
H 2.191965 -0.163944 1.858956 -0.4 -0.1 0.4 0.320
H 3.226235 -1.088313 0.547625 -1.6 1.4 0.2 0.321
H 0.768442 -2.489015 0.224289 -0.6 0.6 -0.3 0.357
H -2.361796 1.710974 0.210856 -1.2 -1.3 0.7 0.238
H -1.436594 2.798332 0.431370 0.9 -0.7 0.8 0.268
H -1.592768 1.885510 1.821309 -0.7 -0.4 -2.8 0.256



18
Properties=species:S:1:pos:R:3:forces:R:3:mulliken_charge:R:1 method="wB97M-V/def2-TZVPD" gap_ev=9.0891 e_tot_ha=-455.43499 charge=+1 homo_energy_ev=-14.412 smiles="CC(C)N(C=C=O)[NH+]=O" de_lowest_kj_mol=765.9
C 1.705973 0.171312 1.011895 -3.6 -2.0 1.5 -1.372
C 0.639936 0.824509 0.177069 -0.5 2.0 -1.9 0.303
C -0.578066 1.460347 0.874742 0.1 -2.1 0.2 -1.359
N 0.049657 -0.185071 -0.798207 -1.1 -3.5 2.9 0.097
C -0.696020 -1.587644 0.084235 2.5 4.6 -2.4 -0.706
C -1.459266 -2.302377 -0.682797 -0.9 -0.1 -0.4 0.818
O -2.279023 -2.891984 -1.187027 -0.9 -1.2 -0.8 -0.205
N -0.291660 -0.065307 -2.017549 1.1 2.8 0.3 0.423
O -1.063473 -0.795681 -2.566111 0.0 -0.3 -0.7 -0.499
H 2.381840 0.855255 1.440198 1.1 0.6 0.1 0.398
H 1.077001 -0.248159 1.863963 1.2 0.3 -0.5 0.296
H 2.034911 -0.710845 0.490131 1.1 0.1 -0.1 0.386
H 1.141593 1.671292 -0.357886 -0.5 -0.9 -0.5 0.451
H -0.867680 0.869648 1.734796 -0.1 -0.3 0.1 0.358
H -1.470384 1.622570 0.290128 0.0 -0.1 -0.6 0.376
H -0.297668 2.372713 1.251444 0.8 2.3 0.9 0.464
H -0.157959 -1.899051 0.922162 0.8 -0.1 1.0 0.404
H 0.130289 0.838474 -2.531187 -0.9 -2.0 1.0 0.366



Look up the charge of the third one. +1



Repeat the fifth record exactly.
16
Properties=species:S:1:pos:R:3:forces:R:3:mulliken_charge:R:1 method="wB97M-V/def2-TZVPD" gap_ev="8.5824 / 9.2678" e_tot_ha=-304.96355 charge=+1 homo_energy_ev="-13.837 / -14.003" de_lowest_kj_mol=699.6
C 0.104876 -0.454469 0.076155 3.5 1.0 0.6 0.083
C 3.087113 -0.350161 0.079218 2.0 -1.7 0.8 -0.072
C -0.844724 -1.576569 0.164587 -1.8 -1.8 0.1 -0.423
C -1.801535 -0.433064 -0.248133 -2.8 -0.1 2.0 -0.505
C -0.655558 1.906195 -0.045016 1.7 0.2 -0.4 -0.769
N 2.197779 0.439548 -0.195118 -3.3 -0.5 0.1 -0.280
N -0.727352 0.486443 -0.153761 1.6 -1.1 0.4 0.193
H 3.211697 -1.355369 0.577600 -1.0 0.9 -0.5 0.250
H 4.069120 0.024206 -0.212657 0.4 0.4 -0.1 0.279
H -0.758119 -2.484722 -0.471975 0.3 1.0 0.1 0.307
H -1.330838 -1.976197 1.100700 1.6 0.6 -0.2 0.266
H -2.114760 -0.557737 -1.235660 -1.1 0.1 -1.5 0.291
H -2.604006 -0.180881 0.536661 0.8 -0.6 -1.5 0.367
H -1.679419 2.186877 -0.209378 0.0 1.1 -0.3 0.403
H 0.181149 2.247518 -0.756594 -1.7 0.0 1.0 0.303
H -0.335425 2.078376 0.993376 -0.2 0.5 -0.4 0.308



Look up the charge of the third one. +1



Look up the charge of the ninth one. +1